*A*
The following is a DFT calculation (ωB97M-V with the def2-TZVPD basis set) of a structure of composition C25H60ClGaNO8P2.

```
98
Properties=species:S:1:pos:R:3
Ga -0.80 0.80 -1.86
Cl 1.93 0.87 0.64
P -0.18 0.44 0.39
P -0.28 3.09 -2.28
O 3.43 -3.99 -10.02
O 1.39 -4.95 -7.91
O 2.85 -2.29 -7.39
O -0.94 1.65 1.44
O 1.64 5.44 9.62
O 0.35 4.14 7.16
O -0.79 3.59 10.08
O 1.34 3.41 -1.63
N 0.54 -4.33 -0.79
C 0.24 5.76 9.71
C -0.86 2.54 11.03
C -3.09 -0.44 3.27
C -3.21 -1.40 1.94
C -1.55 -0.49 3.91
C 1.34 -1.37 -2.59
C 2.63 -3.36 -6.47
C 2.23 -1.08 -7.00
C -0.18 -3.43 -1.79
C 0.30 -0.28 -3.23
C -2.83 0.62 -2.21
C -1.54 4.23 -1.37
C 1.18 -4.17 -9.09
C 1.74 4.24 7.45
C -3.70 -0.58 0.57
C -0.01 4.82 5.96
C 4.45 -4.79 -10.60
C 2.12 -4.53 -10.25
C -3.43 -1.61 -0.68
C 2.61 -4.70 -7.19
C 1.96 4.21 8.97
C -1.15 0.92 4.66
C 0.83 -2.90 -3.02
C -0.54 4.86 10.67
C -3.41 -0.91 -2.16
H -3.52 1.29 -1.54
H -1.52 -1.36 4.71
H 0.97 0.48 -3.87
H -3.85 -0.78 4.08
H -1.28 4.37 -0.22
H 1.46 3.36 9.44
H 2.66 -5.49 -6.43
H 1.75 -4.10 -11.18
H 0.05 2.51 11.63
H 3.04 4.06 9.14
H -1.64 2.11 0.87
H -0.72 0.73 5.74
H -2.60 3.73 -1.49
H -2.48 -2.24 -0.42
H 0.45 4.33 5.10
H 4.40 -5.81 -10.23
H -4.51 -0.89 -2.64
H -0.21 5.79 8.72
H -2.15 1.54 4.76
H -0.46 -0.75 -4.02
H 1.73 -3.64 -3.20
H -0.45 -2.44 -1.18
H -2.79 -1.64 -2.87
H 2.45 -1.29 -3.02
H 0.21 6.78 10.10
H 1.15 3.67 -0.67
H -0.73 -0.71 3.09
H -1.13 -3.98 -2.22
H 5.42 -4.37 -10.29
H -3.06 0.40 0.56
H 0.28 -3.95 0.16
H -4.34 -2.37 -0.68
H 2.35 -0.36 -7.81
H 1.16 -1.24 -6.83
H -0.94 1.59 10.49
H -0.36 1.57 4.07
H 2.70 -0.69 -6.09
H 1.39 -1.25 -1.41
H -1.09 4.79 5.86
H -1.58 5.32 -1.83
H -3.23 0.68 2.90
H 0.12 -2.85 -3.97
H 0.16 -4.39 -9.41
H 3.46 -3.34 -5.75
H -4.85 -0.39 0.68
H 2.23 3.37 6.99
H -3.81 -2.39 2.12
H -1.51 5.32 10.89
H 0.03 4.75 11.60
H 0.03 -5.27 -0.81
H 1.69 -3.22 -5.93
H -1.73 2.67 11.67
H 2.17 5.16 7.04
H 4.38 -4.77 -11.69
H 3.48 -4.84 -7.84
H 1.21 -3.10 -8.87
H -3.01 1.00 -3.33
H 0.31 5.87 6.01
H 2.16 -5.62 -10.35
H -2.09 -1.75 1.69
```

Computed properties:
lowest unoccupied orbital energy	2.3	eV
net charge	-1



*B*
The following is a DFT calculation (ωB97M-V with the def2-TZVPD basis set) of a structure of composition C25H60ClGaNO8P2.

```
98
Properties=species:S:1:pos:R:3
Ga -1.03 -1.10 -1.48
Cl 0.10 -1.42 1.88
P -0.48 -3.42 -1.75
P 0.41 -0.19 0.19
O -11.37 -0.93 -0.84
O 10.08 -1.88 4.22
O 1.87 -0.82 -0.33
O -7.95 -1.59 -0.45
O -0.30 -4.06 -0.20
O 7.77 -1.24 2.31
O -9.12 1.15 -1.20
O 10.54 0.79 2.76
N -2.87 2.93 1.32
C 10.76 -1.60 3.01
C 4.62 1.21 0.69
C 1.18 1.95 -2.54
C -0.31 2.22 -2.68
C 1.24 -3.46 -2.42
C -7.62 -0.32 0.09
C 10.96 2.01 3.31
C -1.12 1.18 -3.45
C -4.03 1.06 0.12
C 1.80 2.81 -1.44
C -3.31 -0.28 0.34
C -2.98 -1.02 -0.97
C -11.20 0.02 -1.88
C -8.81 0.61 0.08
C -3.03 2.22 0.02
C -12.58 -0.77 -0.15
C -0.68 -0.27 -3.30
C -6.83 -2.22 -1.05
C 7.14 -2.11 1.39
C -9.74 0.30 -2.15
C 3.24 2.43 -1.09
C 8.86 -1.20 4.46
C 11.46 -0.27 2.98
C 7.69 -1.69 3.64
C 3.47 2.19 0.40
H -6.80 0.13 -0.47
H 2.01 -3.25 -1.67
H -2.17 1.28 -3.14
H -0.41 3.17 -3.22
H 5.22 1.07 -0.21
H 1.38 0.91 -2.28
H -3.94 -0.90 0.98
H 1.48 -4.43 -2.86
H -4.55 1.02 -0.84
H 12.19 -0.27 2.16
H 12.00 -0.12 3.92
H -1.89 3.03 1.52
H 1.19 2.65 -0.55
H 11.86 2.39 2.81
H -3.20 3.89 1.22
H -6.07 -2.47 -0.30
H 0.54 -3.76 0.17
H 5.29 1.58 1.47
H -0.73 2.40 -1.69
H 3.48 1.50 -1.61
H -2.40 -0.07 0.91
H 4.24 0.24 1.00
H 11.16 1.92 4.38
H 1.68 2.21 -3.48
H 8.63 -1.40 5.51
H 1.70 3.86 -1.69
H 6.06 -2.15 1.55
H 0.35 -0.36 -3.64
H -9.69 0.85 -3.09
H 2.55 1.80 0.85
H -11.70 0.96 -1.63
H -4.74 1.26 0.92
H -13.44 -0.98 -0.79
H -12.57 -1.48 0.68
H -1.12 1.46 -4.51
H 7.55 -3.13 1.47
H -11.65 -0.38 -2.80
H 7.66 -2.79 3.68
H -3.52 -0.58 -1.81
H 3.69 3.14 0.88
H 3.92 3.22 -1.42
H -12.67 0.24 0.26
H -1.28 -0.86 -3.99
H 7.33 -1.73 0.39
H -9.18 -0.63 -2.28
H 8.97 -0.12 4.35
H -7.29 -0.46 1.13
H -7.19 -3.13 -1.52
H 11.54 -2.37 2.95
H -9.68 0.14 0.53
H -6.38 -1.58 -1.81
H 1.29 -2.70 -3.21
H -2.06 1.79 -0.22
H -3.32 2.92 -0.77
H 1.72 -1.26 -1.18
H 10.15 2.73 3.17
H 10.11 -1.72 2.14
H -3.33 -2.05 -0.89
H 6.76 -1.31 4.10
H -8.55 1.48 0.69
```

Computed properties:
lowest unoccupied orbital energy	2.2	eV
net charge	-1



Most stable: *B* (next structure +0.2420 hartree)



*A*
The following is a DFT calculation (ωB97M-V with the def2-TZVPD basis set) of an isolated molecule of C3H7NO3.

```
14
Properties=species:S:1:pos:R:3
O 0.03 -1.57 -1.16
O -1.67 -2.53 -0.05
O 1.31 2.25 -0.28
N -0.79 -0.63 0.75
C -0.07 0.63 0.79
C -0.86 -1.64 -0.16
C 0.59 1.04 -0.52
H 0.73 0.59 1.55
H 1.28 0.31 -0.91
H 2.07 2.02 0.27
H -1.43 -0.87 1.50
H -0.76 1.37 1.20
H -0.21 1.30 -1.20
H -0.21 -2.27 -1.78
```

Computed properties:
lowest unoccupied orbital energy	0.6	eV
SMILES	O=C(O)NCCO



*B*
The following is a DFT calculation (ωB97M-V with the def2-TZVPD basis set) of a structure of composition C3H7NO3.

```
14
Properties=species:S:1:pos:R:3
O 1.12 -0.62 0.13
O -1.91 1.34 1.80
O -1.84 -0.56 -0.88
N 0.23 1.63 0.80
C -1.52 -0.61 0.28
C -0.91 1.23 1.18
C 1.36 -0.88 -1.27
H -0.12 -0.63 0.39
H -2.20 -1.03 1.06
H 0.43 2.60 1.02
H 0.65 -0.33 -1.89
H 2.39 -0.60 -1.51
H 1.22 -1.95 -1.44
H 1.09 0.41 0.32
```

Computed properties:
lowest unoccupied orbital energy (alpha / beta)	-0.1 / -0.1	eV



*C*
The following is a DFT calculation (ωB97M-V with the def2-TZVPD basis set) of an isolated molecule of C3H7NO3.

```
14
Properties=species:S:1:pos:R:3
O 0.08 -1.26 -0.45
O -1.06 -2.09 -0.13
O -1.20 0.98 -1.35
N -1.29 0.86 0.91
C -0.67 0.68 -0.29
C 1.06 0.85 -0.14
C 1.49 -0.54 0.00
H -1.61 -1.85 -0.91
H 1.33 1.49 0.69
H -0.99 0.29 1.69
H 1.30 1.29 -1.11
H 2.18 -0.88 -0.77
H 1.64 -0.94 0.99
H -2.27 1.12 0.86
```

Computed properties:
lowest unoccupied orbital energy	0.2	eV
SMILES	NC(=O)CCOO



*D*
The following is a DFT calculation (ωB97M-V with the def2-TZVPD basis set) of an isolated molecule of C3H7NO3.

```
14
Properties=species:S:1:pos:R:3
O -0.28 1.84 0.28
O -2.65 0.25 -0.52
O 0.32 -1.55 0.03
N -0.38 -0.43 0.07
C 0.30 0.76 0.18
C -1.96 -0.36 0.41
C 1.75 0.72 -0.28
H 2.27 1.32 0.52
H -2.31 -1.43 0.49
H 2.25 -0.24 -0.25
H 0.35 -1.93 -0.89
H -2.07 1.03 -0.70
H 1.64 1.20 -1.14
H -1.93 0.11 1.42
```

Computed properties:
lowest unoccupied orbital energy	0.5	eV
SMILES	CC(=O)N(O)CO



Most stable: *A* (next structure +0.1042 hartree)



*A*
The following is a DFT calculation (ωB97M-V with the def2-TZVPD basis set) of an isolated molecule of C3H7NO3.

```
14
Properties=species:S:1:pos:R:3
O 0.11 -1.57 1.65
O -0.60 1.29 -1.69
O 0.95 0.59 2.34
N 0.29 -1.11 -1.03
C 0.60 -0.15 1.47
C -0.85 0.93 -0.33
C 0.48 0.05 -0.04
H -0.46 -1.81 -0.71
H -1.06 1.86 0.36
H 0.23 1.74 -1.84
H 0.11 -0.59 -1.87
H 0.54 -1.79 2.60
H -1.85 0.23 -0.44
H 1.51 0.32 -0.45
```

Computed properties:
lowest unoccupied orbital energy	0.7	eV
SMILES	N[C@@H](CO)C(=O)O



*B*
The following is a DFT calculation (ωB97M-V with the def2-TZVPD basis set) of an isolated molecule of C3H7NO3.

```
14
Properties=species:S:1:pos:R:3
O -1.49 0.80 -1.56
O -1.42 -0.09 1.10
O -0.08 2.17 -0.69
N -0.60 1.10 -0.80
C -0.14 -0.02 0.04
C 1.08 0.31 0.88
C -0.07 -1.25 -0.85
H -0.50 -1.00 -1.79
H -0.67 -2.11 -0.38
H 0.92 -1.64 -0.96
H 2.04 0.21 0.28
H 0.93 1.35 1.00
H 1.14 -0.17 1.83
H -1.12 0.33 1.92
```

Computed properties:
lowest unoccupied orbital energy	0.1	eV
SMILES	CC(C)(O)[N+](=O)[O-]



Most stable: *A* (next structure +0.0647 hartree)



*A*
The following is a DFT calculation (ωB97M-V with the def2-TZVPD basis set) of an isolated molecule of C5H7NS2.

```
15
Properties=species:S:1:pos:R:3
S -3.38 -0.25 -0.24
S 2.84 -0.30 -0.20
N -1.08 1.16 -0.17
C -1.74 -0.03 0.03
C 1.00 -0.08 -0.43
C 0.21 -1.41 -0.09
C 0.46 1.25 0.12
C -0.99 -1.30 0.31
H 2.75 0.14 1.15
H 0.67 -2.30 -0.20
H -1.64 -2.28 0.39
H 1.15 -0.13 -1.55
H 0.43 1.32 1.25
H -1.68 2.06 -0.24
H 1.01 2.15 -0.12
```

Computed properties:
lowest unoccupied orbital energy	0.2	eV
SMILES	S=C1C=C[C@H](S)CN1



*B*
The following is a DFT calculation (ωB97M-V with the def2-TZVPD basis set) of a structure of composition C5H7NS2.

```
15
Properties=species:S:1:pos:R:3
S -0.35 2.53 -0.07
S -3.02 0.44 -0.03
N -0.98 -1.30 -0.09
C 0.60 -0.02 1.06
C -1.57 -0.13 -0.19
C 0.79 -0.05 -1.12
C -0.21 0.69 -0.15
C 0.46 -1.17 0.05
H -1.49 -2.10 -0.05
H 1.57 0.44 1.37
H -0.12 0.02 1.86
H 0.47 -0.34 -2.13
H 1.03 -2.11 0.29
H 1.79 0.37 -1.03
H 1.03 2.73 0.23
```

Computed properties:
lowest unoccupied orbital energy	0.7	eV



Most stable: *A* (next structure +0.0064 hartree)



*A*
The following is a DFT calculation (ωB97M-V with the def2-TZVPD basis set) of an isolated molecule of C5H7NS2.

```
15
Properties=species:S:1:pos:R:3
S -1.77 3.95 -1.34
S -0.13 3.23 1.33
N 0.54 1.72 1.44
C 0.99 -0.74 1.03
C -0.48 0.77 -0.45
C -0.92 0.08 -1.62
C 0.25 0.56 0.62
C -0.87 3.17 -0.23
H -0.23 0.35 -2.36
H -1.92 0.53 -1.93
H 1.20 1.57 2.12
H 0.14 -1.43 1.00
H -1.00 -1.01 -1.45
H 1.59 -0.98 0.25
H 1.54 -0.56 1.95
```

Computed properties:
lowest unoccupied orbital energy (alpha / beta)	0.1 / 0.1	eV



*B*
The following is a DFT calculation (ωB97M-V with the def2-TZVPD basis set) of a structure of composition C5H7NS2.

```
15
Properties=species:S:1:pos:R:3
S -2.35 -0.30 -3.46
S -1.45 2.32 -2.22
N -0.41 2.13 -0.83
C -0.24 0.88 -0.31
C -0.65 -0.21 -0.96
C -1.65 0.64 -2.35
C -0.64 -1.68 -1.14
C 0.37 1.02 1.07
H 0.34 -2.03 -1.19
H -1.24 -2.23 -0.32
H -0.56 2.81 -0.09
H -0.07 0.57 1.87
H 0.59 2.01 1.31
H -1.26 -1.84 -1.99
H 1.29 0.49 0.89
```

Computed properties:
lowest unoccupied orbital energy	0.4	eV



Most stable: *B* (next structure +0.0726 hartree)



*A*
The following is a DFT calculation (ωB97M-V with the def2-TZVPD basis set) of the ion O5S2 with charge -2.

```
7
Properties=species:S:1:pos:R:3
S -0.07 -1.17 -0.74
S 0.17 0.59 0.62
O 2.08 0.83 0.56
O 0.15 -0.61 -2.05
O -0.52 1.87 0.36
O -0.23 -0.05 1.87
O -1.59 -1.46 -0.62
```

Computed properties:
lowest unoccupied orbital energy	6.4	eV
SMILES	O=S(=O)=S(=O)([O-])[O-]
net charge	-2



*B*
The following is a DFT calculation (ωB97M-V with the def2-TZVPD basis set) of the ion O5S2 with charge -2.

```
7
Properties=species:S:1:pos:R:3
S 0.46 1.49 0.04
S -0.51 -1.42 -0.54
O 0.91 2.22 1.28
O -0.90 -2.52 0.36
O 0.09 -0.03 0.71
O -0.81 2.01 -0.58
O 0.76 -1.74 -1.26
```

Computed properties:
lowest unoccupied orbital energy	6.4	eV
net charge	-2



Most stable: *B* (next structure +0.0736 hartree)



*A*
The following is a DFT calculation (ωB97M-V with the def2-TZVPD basis set) of an isolated molecule of C2H2Cl3NO.

```
9
Properties=species:S:1:pos:R:3
Cl -1.02 -2.11 -0.72
Cl 1.71 -1.59 -0.19
Cl 0.35 0.21 -2.00
O 0.38 2.33 0.61
N 0.67 1.21 0.78
C 0.19 -0.83 -0.53
C -0.38 0.19 0.48
H -1.31 0.86 0.12
H -0.58 -0.29 1.46
```

Computed properties:
lowest unoccupied orbital energy	-0.3	eV
SMILES	O=NCC(Cl)(Cl)Cl



*B*
The following is a DFT calculation (ωB97M-V with the def2-TZVPD basis set) of an isolated molecule of C2H2Cl3NO.

```
9
Properties=species:S:1:pos:R:3
Cl -1.02 -1.57 1.29
Cl -2.00 -0.27 -1.71
Cl -2.08 1.02 1.29
O -0.59 1.98 -1.88
N 0.02 1.32 -1.08
C -0.47 0.00 -0.91
C -0.78 0.04 0.77
H 0.34 -0.76 -1.26
H 0.23 0.44 1.29
```

Computed properties:
lowest unoccupied orbital energy	-0.7	eV
SMILES	O=N[C@H](Cl)C(Cl)Cl



Most stable: *A* (next structure +0.0090 hartree)



*A*
The following is a DFT calculation (ωB97M-V with the def2-TZVPD basis set) of an isolated molecule of C5H7ClS.

```
14
Properties=species:S:1:pos:R:3
Cl 0.30 -1.31 1.81
S 0.23 -2.73 -1.65
C 0.42 -0.86 0.17
C 1.41 -1.67 -0.68
C -0.23 1.45 0.30
C -1.14 1.89 1.12
C -0.54 0.24 -0.43
H -0.37 0.28 -1.47
H 0.70 1.88 -0.18
H -1.07 2.68 1.91
H -2.06 1.24 1.13
H 2.26 -2.05 -0.21
H 1.66 -0.98 -1.48
H -1.58 -0.06 -0.33
```

Computed properties:
lowest unoccupied orbital energy (alpha / beta)	-0.9 / -1.6	eV



*B*
The following is a DFT calculation (ωB97M-V with the def2-TZVPD basis set) of a cluster of 2 separate species, C5H7ClS in total.

```
14
Properties=species:S:1:pos:R:3
Cl 3.57 -0.83 -1.79
S 1.39 1.25 -0.93
C -0.24 2.02 -1.36
C 1.03 -0.13 -0.12
C 2.54 -1.54 -0.69
C -0.04 -0.69 0.63
C -0.17 -1.81 1.29
H -0.93 0.00 0.56
H -1.06 1.45 -0.72
H -1.10 -2.09 1.79
H -0.21 3.04 -0.85
H 3.27 -2.01 0.08
H 0.68 -2.51 1.36
H -0.44 2.13 -2.45
```

Computed properties:
lowest unoccupied orbital energy (alpha / beta)	-0.4 / -0.5	eV



Most stable: *A* (next structure +0.0969 hartree)



*A*
The following is a DFT calculation (ωB97M-V with the def2-TZVPD basis set) of an isolated molecule of C8H11N.

```
20
Properties=species:S:1:pos:R:3
N 1.11 -0.22 1.16
C 1.38 0.33 -0.21
C 0.58 1.65 -0.45
C -0.19 -1.45 -0.16
C 1.07 -0.85 -1.00
C -0.33 -0.61 1.13
C -1.62 -0.67 -0.79
C -1.34 0.37 0.40
C -0.72 1.63 0.01
H 0.97 2.56 -1.09
H -1.25 -0.14 -1.80
H -1.13 2.65 -0.16
H -0.06 -2.52 0.08
H 1.30 0.51 2.00
H 1.76 -1.60 -0.98
H -2.80 -0.93 -0.66
H -0.49 -1.19 2.15
H 0.65 -0.93 -2.17
H -2.28 0.64 1.16
H 2.55 0.19 -0.24
```

Computed properties:
lowest unoccupied orbital energy	1.0	eV
SMILES	C1=C[C@H]2C[C@H]3C[C@@H]1N[C@H]32



*B*
The following is a DFT calculation (ωB97M-V with the def2-TZVPD basis set) of a structure of composition C8H11N.

```
20
Properties=species:S:1:pos:R:3
N -0.39 1.87 -0.02
C -1.28 -1.40 -1.67
C -1.16 0.45 0.46
C 2.43 -0.13 0.00
C 0.31 0.78 -0.85
C 1.05 -0.03 0.09
C 0.05 -0.25 1.11
C 0.00 -0.86 2.23
C -0.98 -0.01 -1.06
H -0.84 -1.49 2.80
H 1.23 1.29 -1.55
H 3.21 -0.50 0.69
H -2.06 0.57 1.09
H -0.39 -1.41 -2.65
H 0.92 -1.53 2.54
H -1.72 0.69 -1.66
H -2.25 -1.91 -1.96
H -0.89 -2.23 -0.90
H 2.69 0.17 -1.06
H 0.34 1.95 0.93
```

Computed properties:
lowest unoccupied orbital energy	0.5	eV



Most stable: *A* (next structure +0.0582 hartree)



*A*
The following is a DFT calculation (ωB97M-V with the def2-TZVPD basis set) of an isolated molecule of C2H3Cl2O2P.

```
10
Properties=species:S:1:pos:R:3
Cl -0.62 2.46 0.10
Cl -4.68 -0.85 -0.29
P -0.62 -0.37 0.45
O -2.26 -0.82 0.87
O -2.83 0.83 -0.43
C -3.15 -0.15 0.15
C -0.42 0.85 -0.69
H -0.11 -0.30 1.79
H 0.01 -1.61 0.00
H 0.43 0.90 -1.38
```

Computed properties:
lowest unoccupied orbital energy	0.4	eV
SMILES	O=C(Cl)O[PH2]=CCl



*B*
The following is a DFT calculation (ωB97M-V with the def2-TZVPD basis set) of an isolated molecule of C2H3Cl2O2P.

```
10
Properties=species:S:1:pos:R:3
Cl -4.54 -0.73 0.40
Cl -0.67 1.94 0.54
P 0.43 -0.96 0.10
O -3.39 0.87 -1.30
O -2.10 -0.07 0.27
C -0.91 0.40 -0.23
C -3.26 0.23 -0.32
H -1.11 0.45 -1.26
H 1.51 -0.20 -0.40
H 0.76 -0.47 1.35
```

Computed properties:
lowest unoccupied orbital energy	0.6	eV
SMILES	O=C(Cl)O[C@H](P)Cl



Most stable: *B* (next structure +0.0686 hartree)



*A*
The following is a DFT calculation (ωB97M-V with the def2-TZVPD basis set) of a cluster of 2 separate species, C3H3ClF2O in total.

```
10
Properties=species:S:1:pos:R:3
Cl -2.71 1.47 0.13
F -0.46 -1.75 -0.08
F -3.43 -1.00 0.07
O 0.91 1.06 -0.36
C -2.34 -0.19 0.04
C -1.11 -0.64 0.04
C 2.02 0.39 -0.06
H 2.40 -0.24 -0.87
H 1.92 -0.22 0.87
H 2.81 1.12 0.21
```

Computed properties:
lowest unoccupied orbital energy (alpha / beta)	-2.8 / -2.9	eV



*B*
The following is a DFT calculation (ωB97M-V with the def2-TZVPD basis set) of a cluster of 2 separate species, C3H3ClF2O in total.

```
10
Properties=species:S:1:pos:R:3
Cl 3.16 0.73 -0.57
F 0.54 -2.11 -1.04
F 0.92 1.76 -0.30
O -0.82 -1.10 0.09
C -1.30 0.03 0.69
C 1.59 0.95 -1.12
C 0.42 -1.10 -0.24
H -1.75 0.67 -0.12
H -2.10 -0.40 1.21
H -0.66 0.57 1.40
```

Computed properties:
lowest unoccupied orbital energy	-0.3	eV



Most stable: *B* (next structure +0.0715 hartree)